Record 1
A molecular structure, C18H39MoNO2P2Si, computed with wB97M-V/def2-TZVPD.

Results
Calculated total energy (eV): -53180.138
Net charge: +2
HOMO-LUMO gap (alpha / beta) (eV): 6.9 / 6.9
Spin multiplicity: 1

The geometry in XYZ format:
```
64
Properties=species:S:1:pos:R:3:lowdin_charge:R:1
Mo 0.0772 -0.0292 0.4378 1.265
P 2.8289 -0.2326 0.0928 0.808
P -2.7477 0.0202 0.2708 0.783
N 0.1026 0.7944 -1.1009 -0.203
H 1.7069 -0.2537 1.0199 -0.067
C 3.1313 -1.6876 -0.8598 -0.170
H 4.2226 -1.7698 -0.8349 0.088
H 2.7856 -1.5310 -1.8885 0.084
H 2.6785 -2.5943 -0.4585 0.041
C 3.7235 -0.1802 1.6298 -0.191
H 4.7480 -0.1996 1.2949 0.069
H 3.4712 -1.0396 2.2436 0.072
H 3.4818 0.7274 2.1822 0.074
C 3.2057 1.1918 -0.8837 -0.183
H 4.3080 1.1784 -0.8298 0.090
H 2.7933 2.1188 -0.4624 0.083
H 2.8619 1.0244 -1.9156 0.073
C -3.7561 -1.2112 -0.6083 -0.243
H -4.7802 -0.8052 -0.6207 0.067
H -3.6949 -2.1657 -0.0714 0.047
H -3.3533 -1.3032 -1.6264 0.058
C -3.4358 0.1858 1.9370 -0.248
H -4.5156 0.2906 1.7910 0.064
H -2.9954 1.0760 2.4026 0.044
H -3.1897 -0.7099 2.5196 0.042
C -3.1739 1.6000 -0.5927 -0.256
H -4.2603 1.7271 -0.4106 0.061
H -2.9375 1.4722 -1.6707 0.050
H -2.5721 2.4210 -0.1477 0.048
C 0.0155 1.5857 -2.1479 -0.422
C -0.0058 1.8683 -4.5220 -0.047
C -0.0168 1.0144 -3.4487 -0.006
C -0.0043 2.9948 -1.9641 -0.016
C 0.0000 3.7820 -3.0795 -0.055
C 0.0105 3.2546 -4.3586 -0.011
H 0.0025 1.4371 -5.4984 0.114
H -0.0239 -0.0863 -3.5283 0.129
H 0.0007 3.3656 -0.9244 0.129
H 0.0086 4.8441 -2.9206 0.120
H 0.0329 3.8866 -5.1988 0.112
C -0.6460 -3.2641 1.1882 -0.405
O -1.1079 -2.5140 0.3010 -0.094
C 0.5767 -4.0399 0.7969 0.006
H 1.1860 -4.2444 1.6640 0.089
H 1.1986 -3.5029 0.1013 0.038
H 0.2105 -4.9625 0.3283 0.119
C -1.0587 -2.9495 2.6209 0.004
H -2.0543 -3.4225 2.7809 0.120
H -1.1376 -1.8612 2.8069 0.044
H -0.2762 -3.3142 3.2945 0.087
C -1.3449 0.4512 4.9380 -0.155
Si 0.2093 0.7127 3.8812 0.224
C 0.7439 2.5206 3.9044 -0.163
C 1.6431 -0.3336 4.5618 -0.165
O -0.2577 0.3237 2.4312 -0.534
H -1.1746 0.6924 6.0016 0.047
H -1.7021 -0.5892 4.8642 0.028
H -2.1381 1.1121 4.5473 0.027
H 0.9167 2.9092 4.9253 0.051
H 1.6665 2.6705 3.3185 0.019
H -0.0535 3.1216 3.4364 0.034
H 1.5742 -1.3951 4.2662 0.021
H 2.6367 0.0373 4.2496 0.011
H 1.6309 -0.3076 5.6711 0.052
```



Record 2
A molecular structure, C9H8IN2, computed with wB97M-V/def2-TZVPD.

Results
Calculated total energy (eV): -20532.538
Net charge: +1
HOMO-LUMO gap (alpha / beta) (eV): 7.6 / 7.2
Spin multiplicity: 1

The geometry in XYZ format:
```
20
Properties=species:S:1:pos:R:3:lowdin_charge:R:1
C -0.0234 0.9405 -2.4943 -0.057
C 0.3433 -0.4422 -2.2226 -0.037
C -0.3747 1.8402 -1.5719 -0.039
C 0.5769 -0.8651 -0.9198 0.010
C -0.1641 1.4205 -0.3047 -0.201
C 0.3446 0.1404 0.0670 -0.136
C -0.0388 1.4193 1.8804 -0.321
C 0.7250 -1.0346 2.2613 -0.194
C -0.2363 -1.0728 3.4447 -0.485
N -0.3608 2.1899 0.8361 0.139
N 0.3806 0.1960 1.4495 -0.078
I -0.4822 0.7920 4.1579 1.397
H -0.2016 1.2212 -3.5955 0.146
H 0.3833 -1.0913 -3.0259 0.084
H -0.7838 2.8328 -1.7554 0.137
H 1.0058 -1.9249 -0.6601 0.153
H 0.5529 -1.9690 1.6551 0.139
H 1.7358 -1.0433 2.4141 0.095
H -0.8502 -1.9364 3.6642 0.050
H -0.8250 3.1196 0.8208 0.197
```



Record 3
2 unconnected molecules or ions with the total composition C22H30F5N4O5PSSi, computed with wB97M-V/def2-TZVPD.

Results
Calculated total energy (eV): -81074.266
Net charge: -2
HOMO-LUMO gap (eV): 2.0
Spin multiplicity: 1

The geometry in XYZ format:
```
69
Properties=species:S:1:pos:R:3:lowdin_charge:R:1
C -0.1347 1.0701 -5.5806 -0.146
C -0.3123 -0.5251 -5.8807 -0.226
C -1.1240 -1.1407 -4.6344 -0.234
N -0.3054 -2.1329 -3.8091 -0.015
C -0.9078 -2.0318 -2.4410 -0.217
N -2.2264 -2.6408 -2.1510 0.072
C -3.1460 -3.3769 -2.9946 -0.392
F -4.1939 -2.4510 -3.3784 0.039
F -2.5756 -3.9408 -4.1569 0.072
F -3.7915 -4.4706 -2.3043 0.037
C -2.6078 -2.3690 -0.7591 -0.145
N -3.8092 -2.7144 0.0181 0.039
C -4.5268 -1.6005 0.0638 -0.631
S -5.4983 -0.3511 0.5703 0.724
C -1.4080 -1.5461 -0.2557 -0.027
C -1.3931 -0.9738 1.2220 -0.154
O -1.4187 0.4885 1.0968 -0.206
C -1.6469 1.1106 2.3831 -0.251
C -1.0288 2.6154 2.2605 -0.071
N -0.3519 -1.3353 -1.2399 0.066
C 0.9219 -0.6846 -1.2784 -0.360
F 0.9791 0.3232 -2.3352 -0.003
F 1.9120 -1.6965 -1.6800 -0.029
C 1.4674 -0.0165 0.0477 -0.134
C 3.0325 0.3348 0.0534 -0.244
Si 3.6187 1.0286 1.7695 0.559
C 5.5619 1.1339 1.6983 -0.219
C 2.9940 2.8075 2.1187 -0.205
C 3.1677 -0.1075 3.2400 -0.206
C 1.7153 -0.2071 3.8482 -0.061
C 1.3656 -1.1524 5.0379 -0.071
C 2.4373 -2.0687 5.7330 -0.081
C 3.8931 -1.9432 5.1693 -0.094
C 4.2393 -1.0065 3.9689 -0.075
H -1.1078 1.5071 -5.1403 0.086
H 0.6872 1.2830 -4.8138 0.060
H 0.0793 1.6105 -6.5687 0.058
H -0.9849 -0.5648 -6.8229 0.096
H 0.7018 -1.0309 -6.0661 0.098
H -1.3734 -0.2734 -3.9069 0.114
H -2.1494 -1.5796 -4.9273 0.107
H 0.6585 -1.7728 -3.8067 0.076
H -0.4952 -1.3337 1.8622 0.112
H -2.3292 -1.3466 1.7810 0.125
H -1.2323 0.5346 3.2794 0.098
H -2.7947 1.2420 2.4780 0.133
H -1.7587 3.3001 1.7092 0.092
H -0.1211 2.4939 1.5493 0.055
H -0.6576 3.0246 3.2587 0.067
H 1.2833 -0.7573 0.9142 0.110
H 0.8902 0.9734 0.1986 0.122
H 3.7179 -0.5449 -0.1904 0.087
H 3.2092 1.1830 -0.6927 0.091
H 5.9855 0.0781 1.8088 0.020
H 5.9814 1.8102 2.5284 0.043
H 5.8155 1.5038 0.6460 0.038
H 2.2023 2.8724 2.9451 0.032
H 2.5722 3.2235 1.1290 0.047
H 3.8583 3.5194 2.4158 0.041
H 0.9270 0.4514 3.3550 0.065
H 0.3061 -1.2351 5.4734 0.084
H 2.1678 -2.7810 6.5975 0.084
H 4.6863 -2.6053 5.6796 0.077
H 5.3344 -0.9919 3.6384 0.068
O -5.6613 2.5682 -2.1973 -0.306
P -6.1918 3.5562 -1.1471 -0.187
O -7.6265 3.1653 -0.7623 -0.332
O -6.1887 4.9802 -1.7225 -0.338
O -5.2902 3.5075 0.0972 -0.339
```



Record 4
2 unconnected molecules or ions with the total composition C5H6O, computed with wB97M-V/def2-TZVPD.

Results
Calculated total energy (eV): -7324.386
HOMO-LUMO gap (eV): 9.2
Relative energy (zero: lowest compared OMol25 entry of this formula, charge and spin) (kJ/mol): 472.67
Spin multiplicity: 1

The geometry in XYZ format:
```
12
Properties=species:S:1:pos:R:3:lowdin_charge:R:1
C 0.5086 -1.5094 0.8822 -0.104
C -0.2544 -0.2575 0.3077 -0.147
C 0.2414 0.1547 -1.0742 -0.478
O 0.8715 -0.6567 -1.6923 0.102
C -0.2052 1.5174 -1.4189 -0.023
C -0.5860 2.3678 -0.6131 0.082
H 0.0990 -1.7672 1.8641 0.064
H 1.5921 -1.3704 0.9700 0.071
H 0.3780 -2.4307 0.2761 0.082
H -0.4234 1.2149 0.6793 0.193
H -1.2948 -0.6047 0.1844 0.105
H -0.9268 3.3419 -0.3652 0.053
```



Record 5
A molecular structure, C4H5NO, computed with wB97M-V/def2-TZVPD.

Results
Calculated total energy (eV): -7761.995
HOMO-LUMO gap (eV): 9.6
Relative energy (zero: lowest compared OMol25 entry of this formula, charge and spin) (kJ/mol): 437.23
Spin multiplicity: 1

The geometry in XYZ format:
```
11
Properties=species:S:1:pos:R:3:lowdin_charge:R:1
N -2.1528 -1.5851 1.4582 0.149
C -1.5206 -1.1340 0.6000 -0.215
C -0.7127 -0.5365 -0.4664 -0.137
C 0.1833 0.5590 0.0960 -0.461
C 1.4907 0.1990 0.6937 0.145
O 1.0916 1.1158 -0.8848 -0.026
H -1.3807 -0.1322 -1.2359 0.130
H -0.0907 -1.3182 -0.9158 0.127
H -0.3940 1.3998 0.4884 0.150
H 1.8006 1.0497 1.3213 0.035
H 1.6852 0.3826 -1.1547 0.103
```



Record 6
4 unconnected molecules or ions with the total composition C21H42IN4OPSi, computed with wB97M-V/def2-TZVPD.

Results
Calculated total energy (eV): -55726.383
HOMO-LUMO gap (eV): 8.3
SMILES string: [H]/N=C/C[Si@H](CCCCCCC)P(O)I.CCCC#N.CCCC#N.CCCC#N
Spin multiplicity: 1

The geometry in XYZ format:
```
71
Properties=species:S:1:pos:R:3:lowdin_charge:R:1
C -2.7382 -2.5305 4.1239 -0.150
C -3.7552 -2.8571 2.8717 -0.269
C -2.9934 -3.3304 1.4969 -0.256
C -4.0667 -3.6635 0.3034 -0.223
C -4.8718 -2.3446 -0.2779 -0.218
C -4.6149 -2.2115 -1.8842 -0.273
C -4.0383 -0.7664 -2.4003 -0.345
Si -2.3971 -0.2104 -1.5299 0.366
C -0.8657 -0.0968 -2.6820 -0.307
C 0.3968 -0.8049 -1.8441 -0.237
N 0.9519 -0.2342 -0.6936 -0.014
P -2.8419 1.5958 -0.3631 0.271
O -3.4713 2.7573 -1.5477 -0.505
I -0.7945 2.5196 0.6717 0.357
H -1.6851 -2.1903 3.6942 0.080
H -3.1834 -1.5959 4.7182 0.080
H -2.6089 -3.4333 4.8586 0.072
H -4.4424 -3.7716 3.1995 0.112
H -4.4266 -1.9206 2.6215 0.103
H -2.1476 -2.5751 1.2087 0.088
H -2.4426 -4.3552 1.7582 0.098
H -4.8835 -4.3845 0.7827 0.112
H -3.5023 -4.2732 -0.5427 0.074
H -4.6571 -1.3891 0.3590 0.095
H -6.0337 -2.5751 -0.1367 0.115
H -3.8596 -3.0326 -2.3059 0.113
H -5.6465 -2.4284 -2.4348 0.114
H -3.7483 -0.9277 -3.5477 0.087
H -4.8664 0.0928 -2.4280 0.087
H -2.0966 -1.2808 -0.5441 -0.012
H -1.0723 -0.7662 -3.6458 0.085
H -0.6200 1.0250 -2.9852 0.097
H 0.8678 -1.8503 -2.1498 0.116
H 1.7355 -0.8618 -0.3401 0.046
H -4.4628 2.7924 -1.2999 0.053
C 3.3804 2.5686 -0.0290 -0.125
C 2.9439 4.0017 -0.3164 -0.286
C 3.7600 4.6603 -1.4304 -0.192
C 5.2259 4.7111 -1.0315 -0.149
N 6.4420 4.7532 -0.7007 0.113
H 4.4154 2.5245 0.3245 0.069
H 2.7519 2.1294 0.7521 0.055
H 3.2951 1.9451 -0.9263 0.072
H 3.0297 4.5901 0.6053 0.115
H 1.8858 4.0008 -0.6004 0.068
H 3.4001 5.6793 -1.6075 0.112
H 3.6600 4.0976 -2.3649 0.116
C -1.4769 -8.4212 -2.3631 -0.116
C -1.5448 -8.6971 -0.8644 -0.277
C -2.3380 -7.6358 -0.0993 -0.186
C -1.6791 -6.2772 -0.2742 -0.158
N -1.1325 -5.1501 -0.4192 0.130
H -0.9585 -7.4814 -2.5780 0.070
H -0.9263 -9.2188 -2.8717 0.074
H -2.4814 -8.3687 -2.7984 0.078
H -0.5237 -8.7560 -0.4680 0.113
H -2.0095 -9.6762 -0.7040 0.110
H -2.3690 -7.8858 0.9664 0.115
H -3.3687 -7.5865 -0.4667 0.117
C 7.0305 7.4418 1.2128 -0.131
C 6.5791 8.8974 1.2785 -0.280
C 6.2079 9.3420 2.6945 -0.201
C 5.0585 8.4938 3.2142 -0.169
N 4.1051 7.7902 3.6454 0.097
H 6.2324 6.7570 1.5165 0.059
H 7.3126 7.1773 0.1888 0.055
H 7.8977 7.2703 1.8608 0.078
H 5.7209 9.0331 0.6089 0.111
H 7.3852 9.5368 0.9021 0.108
H 5.9049 10.3943 2.6905 0.110
H 7.0657 9.2382 3.3678 0.114
```



Record 7
A single C5H5NO2 molecule, computed with wB97M-V/def2-TZVPD.

Results
Calculated total energy (eV): -10846.784
HOMO-LUMO gap (eV): 9.5
Relative energy (zero: lowest compared OMol25 entry of this formula, charge and spin) (kJ/mol): 437.18
Spin multiplicity: 1

The geometry in XYZ format:
```
13
Properties=species:S:1:pos:R:3:lowdin_charge:R:1
C 0.7755 1.0781 -0.3610 -0.358
C 0.3713 -0.7636 -0.2414 -0.241
C -0.7972 0.1555 0.8828 -0.279
C -0.1963 1.3811 0.6001 0.006
C 0.2278 -2.0382 -0.5834 0.069
O 1.5577 -0.0584 -0.2491 0.099
O 1.2232 1.9543 -1.2808 0.150
N -1.8715 -0.3042 1.3185 0.123
H 0.6569 2.7397 -1.2673 0.134
H -1.8716 -1.3057 1.5011 0.055
H -0.4304 2.3391 1.0394 0.117
H -0.7204 -2.5431 -0.4535 0.057
H 1.0750 -2.6347 -0.9055 0.066
```



Record 8
A molecular structure, C18H24BiIN4OSe, computed with wB97M-V/def2-TZVPD.

Results
Calculated total energy (eV): -106339.648
Net charge: -2
HOMO-LUMO gap (alpha / beta) (eV): 2.1 / 2.0
Spin multiplicity: 1

The geometry in XYZ format:
```
50
Properties=species:S:1:pos:R:3:lowdin_charge:R:1
C -1.9207 -0.2697 -3.6385 -0.973
I -0.8658 0.3754 -5.1652 0.339
H -2.7826 -0.8212 -3.8933 -0.003
H -1.0432 -0.8952 -3.4334 -0.095
H -2.1397 0.7486 -3.3240 -0.064
C 0.3808 3.8029 0.8868 -0.105
C -0.8191 4.0057 0.3303 -0.099
N -1.2067 2.7993 -0.2514 -0.154
C -0.2630 1.8332 -0.0398 -0.358
N 0.7381 2.4863 0.6219 -0.152
H 1.0275 4.4640 1.4435 0.101
H -1.4452 4.8765 0.2852 0.093
C 2.0685 -3.7937 -2.3646 -0.112
C 0.5699 -2.3773 -1.4223 -0.369
N 1.8736 -2.5470 -1.7810 -0.157
H 0.5907 -5.3848 -2.7387 0.098
N -0.0349 -3.5472 -1.7972 -0.152
H 3.0428 -4.1126 -2.7032 0.095
Bi -0.3073 -0.5288 -0.2648 1.099
C -2.2286 -0.6562 -1.5800 -0.528
O -3.3335 -0.9600 -1.4728 -0.054
C 0.8845 -4.4093 -2.3810 -0.110
C -1.4463 -3.8775 -1.6760 -0.045
H -1.5306 -4.9715 -1.7330 0.079
H -2.0391 -3.4549 -2.5030 0.079
H -1.8591 -3.5294 -0.7195 0.080
C 2.9295 -1.5674 -1.6018 -0.129
H 3.8514 -1.9882 -2.0225 0.063
H 3.1004 -1.3434 -0.5362 0.070
H 2.7036 -0.6249 -2.1255 0.055
C 1.9660 1.8852 1.0810 -0.085
H 2.7937 2.5939 0.9350 0.075
H 2.1735 0.9692 0.5100 0.030
H 1.9036 1.6278 2.1499 0.065
C -2.4452 2.6504 -0.9892 -0.059
H -2.2574 2.4299 -2.0519 0.069
H -2.9785 3.6073 -0.9224 0.077
H -3.0799 1.8586 -0.5656 0.086
Se -1.1540 -1.5861 2.2172 0.290
C -0.3272 -0.2481 3.2738 -0.755
C -0.9554 1.0026 3.4503 -0.173
C -0.3065 2.0107 4.1550 -0.138
C 0.9573 1.7845 4.7150 -0.158
C 1.5765 0.5347 4.5526 -0.151
C 0.9470 -0.4701 3.8288 -0.181
H -1.9407 1.1626 3.0172 0.084
H -0.8011 2.9760 4.2864 0.088
H 1.4537 2.5748 5.2833 0.075
H 2.5557 0.3482 5.0038 0.087
H 1.4232 -1.4438 3.6710 0.085
```



Record 9
A molecular structure, C7H19F3O7Zr, computed with wB97M-V/def2-TZVPD.

Results
Calculated total energy (eV): -31335.931
HOMO-LUMO gap (eV): 8.5
Relative energy (zero: lowest compared OMol25 entry of this formula, charge and spin) (kJ/mol): 42.12
Spin multiplicity: 1

The geometry in XYZ format:
```
37
Properties=species:S:1:pos:R:3:lowdin_charge:R:1
Zr 1.2409 0.2670 0.3091 1.890
C 4.1971 -1.1783 1.3149 -0.221
O 3.0813 -0.6462 0.6691 -0.492
H 3.8055 -1.6304 2.2378 0.075
H 4.7101 -1.9333 0.7180 0.066
H 4.8755 -0.3958 1.6728 0.071
C 1.4478 3.2585 1.7970 -0.266
O 1.4901 1.9064 1.5909 -0.449
H 0.4128 3.6387 1.8292 0.074
H 1.9510 3.5830 2.7153 0.069
H 1.8917 3.8325 0.9600 0.066
C -0.6341 -1.4283 2.6108 -0.229
O 0.0295 -0.8162 1.5669 -0.454
H -0.9683 -2.4286 2.2929 0.070
H 0.0274 -1.6342 3.4682 0.074
H -1.4857 -0.8606 3.0008 0.076
C -1.5421 0.8468 -1.3233 -0.440
O -2.0503 -0.3419 -0.7353 -0.071
O -0.3883 1.2074 -0.7628 -0.258
C -1.3663 0.6386 -2.8182 -0.551
F -0.6167 -0.4685 -3.0440 0.120
F -2.5072 0.4409 -3.4862 0.145
F -0.7622 1.7021 -3.3865 0.138
C -3.4306 -0.5239 -0.8272 -0.289
C -3.7574 -1.9082 -0.2896 -0.065
H -3.3033 -2.7031 -0.8767 0.076
H -3.3290 -1.9593 0.7185 0.070
H -4.8268 -2.0496 -0.1405 0.075
H -3.8560 -0.4639 -1.8350 0.112
H -4.0147 0.2066 -0.2477 0.126
H -2.2454 1.6766 -1.1205 0.172
O 1.1903 -1.2557 -1.2610 -0.103
H 1.8344 -1.2962 -1.9769 0.101
H 0.8088 -2.1390 -1.1885 0.114
O 2.4369 1.4095 -1.1976 -0.099
H 3.3632 1.5354 -0.9474 0.099
H 2.2901 1.9112 -2.0073 0.106
```



Record 10
A molecular structure, C14H9CrNO4S3, computed with wB97M-V/def2-TZVPD.

Results
⟨S²⟩: 6.082
Calculated total energy (eV): -85271.294
Net charge: -2
HOMO-LUMO gap (alpha / beta) (eV): 4.6 / 7.2
Spin multiplicity: 5

The geometry in XYZ format:
```
32
Properties=species:S:1:pos:R:3:lowdin_charge:R:1
Cr 0.1711 1.3006 -1.8023 0.470
O -1.1837 -0.1546 -1.9753 -0.154
C -1.1288 -1.2602 -1.3832 -0.165
C -0.0919 -1.7658 -0.5733 -0.139
C -0.2651 -3.0572 0.0101 0.016
C 0.7372 -3.6222 0.7808 -0.212
C 1.9336 -2.8842 0.9701 0.009
C 2.1163 -1.6501 0.4182 -0.005
C 1.1102 -1.0333 -0.3777 -0.311
O 1.3523 0.1351 -0.8854 -0.169
N 0.6053 -4.8761 1.3616 -0.441
O -0.4872 -5.5142 1.1779 -0.145
O 1.5645 -5.3463 2.0762 -0.161
H -1.9926 -1.9240 -1.5210 0.132
H -1.1816 -3.6080 -0.1464 0.099
H 2.6993 -3.3501 1.5753 0.103
H 3.0339 -1.0955 0.5677 0.109
S 2.1849 3.7741 -5.0444 0.367
C 1.4430 2.8581 -3.8835 -1.846
S 1.4032 3.2818 -2.1956 0.471
S 0.5932 1.3743 -4.1960 0.436
C -1.8011 2.9924 2.3633 -0.136
C -2.5975 2.3767 1.4090 -0.125
C -2.0307 1.8969 0.2314 -0.129
C -0.6647 2.0172 -0.0439 -0.231
C 0.1107 2.6406 0.9400 -0.143
C -0.4378 3.1196 2.1223 -0.120
H -2.2339 3.3620 3.2864 0.081
H -3.6625 2.2610 1.5844 0.085
H -2.6794 1.4057 -0.4890 0.085
H 1.1793 2.7536 0.7802 0.083
H 0.2002 3.5923 2.8622 0.086
```



| no. | strongest force on any atom (eV Å⁻¹) | molecular weight (u) |
| --- | --- | --- |
| 1 | 5.20 | 487.49 |
| 2 | 4.71 | 271.08 |
| 3 | 6.95 | 616.62 |
| 4 | 4.39 | 82.10 |
| 5 | 1.28 | 83.09 |
| 6 | 10.06 | 552.56 |
| 7 | 4.25 | 111.10 |
| 8 | 7.72 | 727.26 |
| 9 | 5.22 | 363.44 |
| 10 | 0.13 | 403.43 |